Entry 1:
ORCA calculation (ωB97M-V with the def2-TZVPD basis set) on a 2-piece molecular cluster, C2H8N3O overall.

Output
HOMO-LUMO gap = 5.52 eV
energy relative to the best compared isomer or geometry (same formula, charge and spin) = 937.3 kJ/mol
multiplicity = 1
charge = +1

Each line ends with the Mulliken charge.
Element x y z (Å)
O: -0.625 0.941 -2.194  -0.46
N: 1.098 -0.417 1.858  -0.53
N: 1.410 -0.786 -0.420  -0.46
N: -1.014 0.393 1.006  -0.48
C: 0.232 -0.545 0.775  0.36
C: -1.225 0.422 -1.181  -0.08
H: 1.807 0.221 1.609  0.34
H: 1.497 -1.341 1.949  0.33
H: -2.196 0.949 -0.839  0.30
H: -1.273 -0.659 -0.933  0.33
H: -1.089 0.091 1.952  0.36
H: 1.225 -0.022 -1.060  0.33
H: -0.528 1.275 1.086  0.34
H: 1.065 -1.640 -0.888  0.33


Entry 2:
ORCA calculation (ωB97M-V with the def2-TZVPD basis set) on C2H8N3O2 as an isolated structure.

Output
HOMO-LUMO gap = 10.73 eV
energy relative to the best compared isomer or geometry (same formula, charge and spin) = 505.0 kJ/mol
multiplicity = 1
charge = +1

Each line ends with the Mulliken charge.
Element x y z (Å)
O: -2.843 0.335 0.001  -0.50
O: 0.967 1.923 0.271  -0.43
N: -0.635 -0.039 -0.036  0.08
N: 1.924 -0.023 -0.039  -0.42
N: -1.698 0.681 0.020  0.33
C: -0.911 -1.472 0.157  -0.89
C: 1.064 0.829 -0.419  0.21
H: 0.704 0.810 -1.470  0.44
H: 1.744 1.820 0.941  0.40
H: -1.558 1.675 -0.249  0.26
H: -0.950 -1.814 1.156  0.34
H: 2.202 -0.185 0.940  0.25
H: -1.859 -1.745 -0.265  0.35
H: 2.012 -0.843 -0.591  0.26
H: -0.164 -1.954 -0.417  0.32


Entry 3:
ORCA calculation (ωB97M-V with the def2-TZVPD basis set) on C2H8N3S2 as an isolated structure.

Output
HOMO-LUMO gap = 9.35 eV
energy relative to the best compared isomer or geometry (same formula, charge and spin) = 158.9 kJ/mol
multiplicity = 1
charge = +1

Each line ends with the Mulliken charge.
Element x y z (Å)
S: 2.013 0.920 -1.446  -0.21
S: -1.840 -1.411 0.738  -0.09
N: 0.487 0.001 0.505  -0.21
N: -0.534 -0.092 -1.728  -0.58
N: -0.186 -0.405 2.613  -0.40
C: -0.472 -0.641 1.294  0.67
C: 0.634 -0.136 -0.938  -0.22
H: 1.213 -1.342 -0.910  0.34
H: -1.515 -1.236 -0.479  0.25
H: -1.060 0.756 -1.639  0.26
H: 1.404 0.262 0.802  0.29
H: 0.672 -0.233 3.061  0.22
H: -0.303 -0.197 -2.736  0.28
H: 1.353 2.145 -1.619  0.18
H: -1.006 -0.514 3.230  0.22


Entry 4:
ORCA calculation (ωB97M-V with the def2-TZVPD basis set) on a 2-piece molecular cluster, C2H8N4 overall.

Output
HOMO-LUMO gap = 10.18 eV
energy relative to the best compared isomer or geometry (same formula, charge and spin) = 63.4 kJ/mol
multiplicity = 1
SMILES string = N=C(N)N.C=N

Each line ends with the Mulliken charge.
Element x y z (Å)
N: 1.514 -0.405 1.384  -0.60
N: -1.423 0.317 0.926  -0.63
N: -0.920 -1.273 -0.640  -0.72
N: -1.104 0.985 -1.183  -0.46
C: -1.147 -0.052 -0.335  0.50
C: 2.419 -0.137 0.507  -0.23
H: 0.825 -1.044 0.946  0.34
H: 3.258 0.534 0.748  0.27
H: 2.384 -0.565 -0.508  0.22
H: -0.719 0.961 1.280  0.29
H: -1.677 1.761 -0.869  0.26
H: -1.402 -0.500 1.531  0.34
H: -1.297 0.754 -2.149  0.24
H: -0.711 -1.335 -1.639  0.18


Entry 5:
ORCA calculation (ωB97M-V with the def2-TZVPD basis set) on a 2-piece molecular cluster, C2H8N4O overall.

Output
HOMO-LUMO gap (alpha / beta) = 7.08 / 6.05 eV
energy relative to the best compared isomer or geometry (same formula, charge and spin) = 835.8 kJ/mol
multiplicity = 1
SMILES string = [H]/N=C(\C)N=O.NN

Each line ends with the Mulliken charge.
Element x y z (Å)
O: 0.414 -2.161 -0.701  -0.42
N: 2.476 0.466 -0.052  -0.48
N: 1.844 -0.569 0.599  -0.58
N: -0.022 -1.051 -0.746  0.17
N: -0.270 1.442 -0.136  -0.60
C: -2.249 0.014 0.206  -1.21
C: -0.773 0.278 0.043  0.66
H: 0.818 -0.257 0.980  0.40
H: 2.848 0.163 -0.951  0.21
H: -2.848 0.819 -0.224  0.36
H: -0.948 2.207 -0.088  0.22
H: 1.778 1.214 -0.203  0.33
H: 1.971 -1.553 0.302  0.34
H: -2.484 -0.106 1.265  0.27
H: -2.554 -0.906 -0.294  0.33


Entry 6:
ORCA calculation (ωB97M-V with the def2-TZVPD basis set) on the molecule C2H8N4O.

Output
HOMO-LUMO gap = 9.79 eV
energy relative to the best compared isomer or geometry (same formula, charge and spin) = 367.4 kJ/mol
multiplicity = 1
SMILES string = CO/N=C(\N)NN

Each line ends with the Mulliken charge.
Element x y z (Å)
O: -0.706 -0.575 1.531  -0.29
N: 0.240 1.146 -1.627  -0.16
N: 1.457 0.432 0.354  -0.45
N: -0.854 -0.035 0.055  -0.44
N: 1.301 0.909 -2.493  -0.58
C: 0.241 0.478 -0.278  0.40
C: -1.810 -1.361 1.868  -0.52
H: -2.736 -0.775 1.845  0.23
H: -1.633 -1.721 2.885  0.24
H: -1.918 -2.218 1.192  0.24
H: -0.649 0.983 -2.089  0.32
H: 1.572 -0.072 -2.550  0.23
H: 1.339 0.102 1.307  0.31
H: 2.049 1.240 0.230  0.22
H: 2.108 1.468 -2.228  0.24


Entry 7:
ORCA calculation (ωB97M-V with the def2-TZVPD basis set) on a 2-piece molecular cluster, C2H8N4O overall.

Output
HOMO-LUMO gap (alpha / beta) = 9.30 / 9.30 eV
energy relative to the best compared isomer or geometry (same formula, charge and spin) = 696.3 kJ/mol
multiplicity = 1

Each line ends with the Mulliken charge.
Element x y z (Å)
O: 1.052 -1.148 0.435  -0.67
N: 2.206 0.716 -0.263  -0.34
N: 3.342 -0.053 -0.402  -0.44
N: 1.245 0.035 0.106  0.63
N: -0.499 1.066 0.435  -0.46
C: -2.421 -0.086 -0.552  -1.12
C: -1.361 -0.010 0.557  -0.12
H: -0.576 -0.824 0.766  0.34
H: 3.201 -1.050 -0.429  0.28
H: 3.930 0.238 0.376  0.27
H: -1.893 -0.573 -1.316  0.36
H: -1.663 0.158 1.639  0.31
H: -0.534 1.487 -0.519  0.28
H: -3.137 -0.823 -0.134  0.31
H: -2.892 0.868 -0.700  0.36


Entry 8:
ORCA calculation (ωB97M-V with the def2-TZVPD basis set) on C2H8N4O as an isolated structure.

Output
HOMO-LUMO gap = 9.20 eV
energy relative to the best compared isomer or geometry (same formula, charge and spin) = 589.3 kJ/mol
multiplicity = 1

Each line ends with the Mulliken charge.
Element x y z (Å)
O: -1.644 -0.851 -0.349  -0.58
N: 0.610 -0.298 -0.381  0.07
N: 0.801 -0.984 0.876  -0.22
N: 0.568 -2.286 0.667  -0.32
N: 1.624 0.655 -0.547  -0.62
C: -0.804 0.038 -0.113  0.59
C: -1.149 1.515 -0.251  -1.15
H: -0.215 -2.483 0.027  0.27
H: 1.470 1.517 -0.032  0.25
H: 1.149 -2.870 1.257  0.22
H: -2.191 1.637 0.036  0.36
H: -1.037 1.808 -1.296  0.30
H: 1.692 0.876 -1.532  0.26
H: -0.528 2.156 0.374  0.34
H: -0.346 -0.431 1.264  0.23


Entry 9:
ORCA calculation (ωB97M-V with the def2-TZVPD basis set) on a 2-piece molecular cluster, C2H8N6 overall.

Output
HOMO-LUMO gap = 9.49 eV
energy relative to the best compared isomer or geometry (same formula, charge and spin) = 530.9 kJ/mol
multiplicity = 1

Each line ends with the Mulliken charge.
Element x y z (Å)
N: 2.167 -3.569 1.770  0.67
N: 1.560 -4.444 1.377  -0.46
N: 2.463 -2.711 2.478  -0.50
N: 1.013 -1.624 0.219  -0.75
N: 0.933 -0.379 0.210  1.05
N: 1.688 0.268 0.950  -0.89
C: -1.349 0.701 0.146  -0.98
C: -0.147 0.261 -0.608  -0.50
H: -1.991 1.512 -0.305  0.30
H: 2.960 -1.913 2.051  0.28
H: 0.278 1.286 -0.855  0.31
H: 0.160 -2.080 -0.102  0.22
H: -0.932 1.046 1.067  0.34
H: 1.439 1.215 1.113  0.23
H: -0.358 -0.215 -1.593  0.36
H: -2.007 -0.072 0.595  0.31


Entry 10:
ORCA calculation (ωB97M-V with the def2-TZVPD basis set) on C2H8N6 as an isolated structure.

Output
HOMO-LUMO gap = 8.42 eV
energy relative to the best compared isomer or geometry (same formula, charge and spin) = 939.5 kJ/mol
multiplicity = 1

Each line ends with the Mulliken charge.
Element x y z (Å)
N: -0.290 1.201 0.717  -0.32
N: 2.537 -1.430 0.141  -0.67
N: 1.901 -0.134 -0.053  -0.16
N: -1.434 -1.458 1.134  -0.63
N: -0.082 -1.221 0.770  -0.23
N: -1.135 1.076 -0.753  -0.42
C: 0.539 -0.180 0.369  0.61
C: -1.841 2.129 -1.175  -0.29
H: 3.033 -1.539 1.075  0.25
H: 1.753 -2.057 0.122  0.32
H: 2.310 0.162 -0.853  0.25
H: -2.062 -1.044 0.364  0.25
H: -1.512 -2.416 1.413  0.24
H: -1.344 3.038 -0.739  0.27
H: -2.672 1.813 -2.203  0.25
H: 0.299 2.058 -0.328  0.29


| no. | molecular weight (g mol⁻¹) | largest force on an atom (eV/A) |
| --- | --- | --- |
| 1 | 90.11 | 7.56 |
| 2 | 106.10 | 4.43 |
| 3 | 138.24 | 6.41 |
| 4 | 88.11 | 2.72 |
| 5 | 104.11 | 4.40 |
| 6 | 104.11 | 3.67 |
| 7 | 104.11 | 3.79 |
| 8 | 104.11 | 3.58 |
| 9 | 116.13 | 7.75 |
| 10 | 116.13 | 9.39 |